Entry 1:
{"formula": "C3H5NO2", "method": "ωB97M-V with the def2-TZVPD basis set", "total_charge": 0, "smiles": "CN1C(=O)[C@H]1O", "de_lowest_kcal_mol": 139.7, "energy_ev": -8771.636, "multiplicity": 1, "elements": ["H", "C", "C", "H", "O", "H", "C", "H", "O", "N", "H"], "positions_angstrom": [[-0.817, -0.081, -1.691], [-1.306, -0.345, -0.740], [0.912, -0.066, 0.196], [-2.057, 0.428, -0.539], [0.563, 2.194, 1.026], [-1.819, -1.302, -0.861], [0.199, 1.105, 0.776], [1.202, 0.707, -0.695], [1.885, -0.654, 1.010], [-0.364, -0.419, 0.350], [1.603, -1.569, 1.170]]}

Entry 2:
{"formula": "C3H5NO2", "method": "ωB97M-V with the def2-TZVPD basis set", "total_charge": 0, "de_lowest_kcal_mol": 156.6, "energy_ev": -8770.905, "multiplicity": 1, "elements": ["C", "H", "H", "O", "O", "H", "C", "N", "H", "C", "H"], "positions_angstrom": [[-0.941, 0.980, 0.397], [-1.084, 2.074, 0.312], [-1.262, 0.095, 1.440], [2.294, -0.538, -0.495], [-1.597, 0.260, -0.619], [-0.658, -1.544, -1.207], [0.310, 0.227, 0.030], [1.544, 0.489, 0.050], [3.194, -0.187, -0.462], [-0.702, -0.792, -0.406], [-1.097, -1.065, 0.960]]}

Entry 3:
{"formula": "C3H5NO2", "method": "ωB97M-V with the def2-TZVPD basis set", "total_charge": 0, "de_lowest_kcal_mol": 94.1, "energy_ev": -8773.615, "multiplicity": 1, "elements": ["O", "C", "H", "C", "H", "C", "H", "N", "H", "H", "O"], "positions_angstrom": [[0.961, -1.360, 1.241], [0.733, 0.525, 1.364], [-1.673, 0.262, -2.316], [-0.166, -0.205, 0.559], [0.514, -0.092, -1.464], [-0.332, 0.295, -0.892], [1.869, -1.356, 0.857], [1.423, 1.308, 1.860], [-0.245, 1.400, -0.887], [-1.140, -0.497, 0.976], [-1.574, -0.109, -1.426]]}

Entry 4:
{"formula": "C3H5NO2", "method": "ωB97M-V with the def2-TZVPD basis set", "total_charge": 0, "smiles": "[H]/N=C/C=O.C=O", "de_lowest_kcal_mol": 63.3, "energy_ev": -8774.949, "multiplicity": 1, "elements": ["N", "O", "C", "H", "H", "H", "H", "H", "C", "O", "C"], "positions_angstrom": [[-0.050, -1.303, -1.398], [-0.406, -0.284, 1.849], [0.781, -0.064, 1.902], [-0.825, 1.877, -1.374], [-1.798, -0.353, -0.722], [1.212, 0.565, 2.704], [1.490, -0.459, 1.154], [-0.611, -2.157, -1.351], [-0.140, 1.068, -1.045], [0.998, 1.308, -0.723], [-0.747, -0.310, -1.031]]}

Entry 5:
{"formula": "C3H5NO2", "method": "ωB97M-V with the def2-TZVPD basis set", "total_charge": 0, "de_lowest_kcal_mol": 54.2, "energy_ev": -8775.342, "multiplicity": 1, "elements": ["O", "H", "H", "O", "C", "N", "H", "C", "C", "H", "H"], "positions_angstrom": [[-1.930, 1.059, 0.281], [-1.093, 1.249, 0.798], [0.112, -0.326, 1.623], [2.161, -0.448, -0.922], [0.461, -0.057, 0.630], [-0.399, -0.408, -0.450], [0.057, -0.913, -1.214], [-1.545, 0.168, -0.599], [1.814, -0.208, 0.243], [-2.207, -0.033, -1.433], [2.570, -0.083, 1.043]]}

Entry 6:
{"formula": "C3H5NO2", "method": "ωB97M-V with the def2-TZVPD basis set", "total_charge": 0, "smiles": "[H]/N=C/C=O.C=O", "de_lowest_kcal_mol": 64.2, "energy_ev": -8774.911, "multiplicity": 1, "elements": ["H", "H", "H", "O", "H", "C", "H", "C", "O", "N", "C"], "positions_angstrom": [[-0.646, 1.605, -0.929], [1.343, -1.050, 1.040], [2.297, -0.938, -1.022], [-1.520, -0.871, -0.584], [-1.451, 2.750, 0.319], [-0.702, -1.317, 0.182], [-0.990, -2.038, 0.976], [0.774, -1.051, 0.096], [0.238, 1.832, 0.904], [1.276, -0.981, -1.065], [-0.619, 2.060, 0.083]]}

Entry 7:
{"formula": "C3H5NO2", "method": "ωB97M-V with the def2-TZVPD basis set", "total_charge": 0, "smiles": "[NH3+]C(=O)/C=C/[O-]", "de_lowest_kcal_mol": 50.2, "energy_ev": -8775.518, "multiplicity": 1, "elements": ["H", "H", "H", "O", "H", "C", "H", "C", "C", "O", "N"], "positions_angstrom": [[0.142, 0.948, 2.250], [-0.392, 1.422, 0.718], [-0.833, -2.095, -0.975], [0.859, -1.322, 1.166], [1.207, 1.728, 1.221], [0.504, -0.435, 0.454], [0.097, 0.866, -1.202], [-0.024, -0.125, -0.775], [-0.724, -1.133, -1.521], [-1.238, -0.963, -2.614], [0.402, 1.108, 1.278]]}

Entry 8:
{"formula": "C3H5NO2", "method": "ωB97M-V with the def2-TZVPD basis set", "total_charge": 0, "smiles": "CC(=O)C(N)=O", "de_lowest_kcal_mol": 3.1, "energy_ev": -8777.561, "multiplicity": 1, "elements": ["C", "H", "N", "C", "C", "O", "H", "H", "H", "O", "H"], "positions_angstrom": [[-0.257, 0.322, -0.470], [0.667, 1.669, -1.843], [-1.097, -1.236, 1.157], [0.032, -0.721, 0.630], [0.921, 1.129, -0.930], [-1.387, 0.453, -0.889], [-1.036, -1.970, 1.844], [1.796, 0.491, -1.071], [1.178, 1.847, -0.142], [1.171, -1.007, 0.955], [-1.987, -0.977, 0.760]]}

Entry 9:
{"formula": "C3H5NO2", "method": "ωB97M-V with the def2-TZVPD basis set", "total_charge": 0, "smiles": "C=CC(=O)NO", "de_lowest_kcal_mol": 74.5, "energy_ev": -8774.466, "multiplicity": 1, "elements": ["O", "C", "C", "H", "H", "C", "N", "O", "H", "H", "H"], "positions_angstrom": [[2.622, 0.145, 0.035], [-0.935, -0.473, -0.285], [0.316, 0.194, -0.177], [-1.891, 1.336, 0.566], [-0.950, -1.574, -0.591], [-2.039, 0.224, 0.122], [1.453, -0.656, -0.088], [0.510, 1.390, -0.200], [-3.025, -0.266, 0.084], [1.559, -1.392, 0.690], [2.380, 1.072, -0.156]]}

Entry 10:
{"formula": "C3H5NO2", "method": "ωB97M-V with the def2-TZVPD basis set", "total_charge": 0, "de_lowest_kcal_mol": 116.4, "energy_ev": -8772.649, "multiplicity": 1, "elements": ["O", "H", "H", "H", "H", "O", "C", "C", "H", "N", "C"], "positions_angstrom": [[0.291, 1.008, -0.368], [-0.617, 1.131, -2.658], [0.563, -1.789, 1.072], [1.333, 0.622, 1.388], [-0.344, 1.214, 1.583], [-0.930, -0.857, -0.223], [-0.286, -0.817, 0.961], [-0.548, 0.197, -1.043], [1.199, -1.562, 0.506], [-0.977, 0.290, -2.216], [0.317, 0.564, 0.998]]}

Entry 11:
{"formula": "C3H5NO2", "method": "ωB97M-V with the def2-TZVPD basis set", "total_charge": 0, "smiles": "[H]/N=C1/COCO1", "de_lowest_kcal_mol": 32.2, "energy_ev": -8776.299, "multiplicity": 1, "elements": ["H", "N", "H", "H", "H", "C", "C", "C", "O", "O", "H"], "positions_angstrom": [[-1.807, -0.925, -1.241], [0.478, 1.458, 1.495], [1.924, -0.449, -0.014], [-0.334, 1.712, 2.058], [1.421, 0.836, -1.138], [0.146, 0.668, 0.574], [1.062, 0.057, -0.462], [-0.990, -0.924, -0.517], [-1.112, 0.224, 0.305], [0.239, -0.840, -1.186], [-1.029, -1.815, 0.124]]}

Entry 12:
{"formula": "C3H5NO2", "method": "ωB97M-V with the def2-TZVPD basis set", "total_charge": 0, "smiles": "[H]/N=C1/COCO1", "de_lowest_kcal_mol": 31.6, "energy_ev": -8776.325, "multiplicity": 1, "elements": ["C", "H", "H", "H", "H", "N", "H", "C", "O", "C", "O"], "positions_angstrom": [[-0.364, -0.159, -0.826], [1.485, 0.967, -1.074], [-0.557, 0.219, 2.066], [0.172, 1.841, -0.226], [0.420, -1.288, 1.891], [-0.759, -0.394, -1.997], [-1.439, -1.156, -1.980], [0.652, 0.863, -0.378], [1.119, 0.318, 0.844], [0.045, -0.398, 1.383], [-0.774, -0.813, 0.296]]}